Computed, not measured: C55H46As2BrN4O6Ru as an isolated structure, with ωB97M-V with the def2-TZVPD basis set.

Summary:
HOMO energy (spin up / spin down) in eV: -6.170 / -8.143
Maximum force in hartree/bohr: 0.0725
Spin multiplicity: 6
Energy in Eh: -9934.123264
Energy above the lowest of the compared OMol25 structures with the same formula, charge and spin in eV: 3.344
Lowest unoccupied orbital energy (spin up / spin down) in eV: -0.37 / -1.99

Structure (XYZ):
```
115
Properties=species:S:1:pos:R:3:lowdin_spin:R:1
Ru 0.09 0.01 -0.13 2.522
C -4.62 2.87 -0.01 0.000
O -3.28 2.36 -0.12 0.007
C -2.40 2.95 -1.01 0.030
C -2.59 4.31 -1.48 -0.002
C -1.68 4.84 -2.39 0.017
C -0.60 4.07 -2.78 0.000
C -0.50 2.77 -2.46 0.027
C -1.34 2.13 -1.47 0.039
N -1.34 0.73 -1.29 0.517
N -2.42 0.21 -1.83 0.366
C -3.12 -0.75 -1.19 0.189
C -2.60 -1.60 -0.08 0.199
O -1.34 -1.56 0.20 0.342
C -3.53 -2.30 0.74 0.011
C -4.86 -2.27 0.47 0.134
C -5.36 -1.62 -0.71 0.041
C -6.79 -1.56 -0.96 0.012
C -7.26 -0.86 -2.08 0.027
C -6.42 -0.24 -2.96 0.015
C -5.06 -0.22 -2.75 0.027
C -4.53 -0.82 -1.59 0.033
H -4.62 3.94 0.20 0.000
H -5.10 2.34 0.80 0.000
H -5.21 2.75 -0.90 0.000
H -3.49 4.89 -1.15 0.000
H -1.86 5.80 -2.81 0.001
H 0.18 4.54 -3.42 0.000
H 0.22 2.10 -2.90 0.001
H -3.11 -2.77 1.61 -0.003
H -5.55 -2.59 1.25 0.007
H -7.45 -2.04 -0.29 0.000
H -8.31 -0.94 -2.35 0.001
H -6.81 0.36 -3.81 0.000
H -4.42 0.24 -3.48 0.003
C 2.52 -2.60 0.83 -0.003
C 1.64 -3.10 -0.26 -0.004
As 1.19 -1.69 -1.56 0.029
C 0.07 -2.82 -2.84 0.010
C -0.83 -2.01 -3.54 0.004
C -2.04 -2.65 -3.99 0.003
C -2.27 -4.01 -3.79 0.001
C -1.31 -4.76 -3.21 0.002
C -0.11 -4.18 -2.74 0.002
C 2.74 -1.72 -2.77 0.013
C 3.41 -2.92 -3.16 0.002
C 4.44 -2.87 -4.11 0.001
C 4.66 -1.70 -4.84 0.000
C 3.84 -0.61 -4.60 0.000
C 3.00 -0.55 -3.49 0.001
As 1.70 -1.04 1.84 0.005
C 3.41 -0.38 2.71 0.006
C 3.30 0.52 3.77 0.001
C 4.41 1.06 4.42 0.000
C 5.62 0.46 4.18 0.000
C 5.82 -0.42 3.15 0.000
C 4.76 -0.76 2.31 0.001
C 0.88 -2.19 3.29 0.000
C -0.51 -2.56 3.22 0.001
C -1.09 -3.46 4.12 0.000
C -0.22 -3.91 5.12 0.000
C 1.14 -3.70 5.09 0.000
C 1.71 -2.74 4.27 0.000
H 3.52 -2.28 0.56 0.000
H 2.56 -3.27 1.71 0.000
H 0.63 -3.23 0.14 0.000
H 1.89 -4.01 -0.83 0.000
H -0.72 -0.94 -3.55 0.001
H -2.75 -2.07 -4.51 0.000
H -3.24 -4.36 -4.09 0.000
H -1.40 -5.86 -2.98 0.000
H 0.69 -4.84 -2.32 0.000
H 2.98 -3.88 -2.96 0.000
H 5.09 -3.69 -4.34 0.000
H 5.55 -1.53 -5.48 0.000
H 3.92 0.26 -5.27 0.000
H 2.46 0.32 -3.18 0.000
H 2.31 0.89 4.14 0.000
H 4.33 1.81 5.24 0.000
H 6.42 0.56 4.94 0.000
H 6.84 -0.69 2.92 0.000
H 4.94 -1.34 1.35 0.000
H -1.04 -2.06 2.43 0.000
H -2.08 -3.80 4.06 0.000
H -0.60 -4.53 5.97 0.000
H 1.82 -4.32 5.77 0.000
H 2.76 -2.47 4.37 0.000
Br 6.03 1.87 -0.71 0.001
C 4.64 3.07 -0.60 0.002
C 5.08 4.40 -0.62 0.000
C 4.18 5.38 -0.19 0.001
C 2.83 5.12 -0.05 0.000
C 2.37 3.84 -0.36 0.002
C 3.24 2.78 -0.56 0.007
C 2.69 1.38 -0.56 0.036
O 3.49 0.47 -0.30 0.027
O 1.42 1.21 -0.84 0.236
H 6.11 4.63 -0.77 0.000
H 4.64 6.36 -0.06 0.000
H 2.11 5.91 0.10 0.000
H 1.30 3.64 -0.33 0.000
C -3.33 1.97 3.84 0.000
N -2.18 2.15 2.99 0.000
C -1.34 3.19 3.16 0.001
C -0.04 3.16 2.75 0.001
C 0.42 2.04 1.99 0.005
O 1.65 1.81 1.80 0.008
N -0.57 1.15 1.52 0.022
C -1.78 1.00 2.24 0.005
O -2.50 0.02 2.30 0.006
H -3.42 2.91 4.47 0.000
H -3.32 1.05 4.39 0.000
H -4.25 2.06 3.24 0.000
H -1.79 4.06 3.70 0.000
H 0.64 3.96 3.08 0.000
```

***

Computed, not measured: C55H47Cl3F3IN6O3P2SbSe2SiTb as an isolated structure, with ωB97M-V with the def2-TZVPD basis set.

Summary:
HOMO energy (spin up / spin down) in eV: -6.491 / -6.492
Maximum force in hartree/bohr: 0.1055
Spin multiplicity: 7
Energy in Eh: -11495.654430
Lowest unoccupied orbital energy (spin up / spin down) in eV: -2.19 / -1.46

Structure (XYZ):
```
125
Properties=species:S:1:pos:R:3:lowdin_spin:R:1
Tb 4.01 16.12 21.32 6.140
Se 6.51 11.74 16.00 0.000
P 7.14 13.70 16.88 0.000
C 8.64 13.62 17.80 0.000
C 9.18 14.77 18.39 0.000
C 10.34 14.68 19.16 0.000
C 10.99 13.46 19.19 0.000
C 10.45 12.29 18.64 0.000
C 9.27 12.38 17.89 0.000
C 7.42 14.63 15.38 0.000
C 8.66 15.22 15.14 0.000
C 8.72 16.19 14.16 0.000
C 7.59 16.49 13.42 0.000
C 6.38 15.78 13.58 0.000
C 6.37 14.73 14.49 0.000
C 5.93 14.28 18.04 -0.002
C 5.09 15.42 18.24 0.000
N 4.29 15.14 19.31 -0.015
N 4.74 13.98 19.83 0.001
N 5.59 13.42 19.10 -0.003
P 4.88 16.85 17.26 0.000
Se 3.52 17.93 18.62 0.000
C 6.35 17.84 17.21 0.000
C 6.45 18.72 16.13 0.000
C 7.40 19.73 16.17 0.000
C 8.29 19.80 17.21 0.000
C 8.25 18.84 18.26 0.000
C 7.21 17.92 18.32 0.000
C 3.96 16.68 15.75 0.000
C 3.31 17.79 15.25 0.000
C 2.25 17.67 14.37 0.000
C 1.76 16.40 14.04 0.000
C 2.43 15.28 14.55 0.000
C 3.49 15.40 15.45 0.000
H 8.64 15.75 18.24 0.000
H 10.74 15.56 19.65 0.000
H 11.96 13.39 19.67 0.000
H 10.91 11.34 18.76 0.000
H 8.79 11.50 17.43 0.000
H 9.54 14.98 15.73 0.000
H 9.62 16.77 14.02 0.000
H 7.69 17.21 12.61 0.000
H 5.47 15.97 12.94 0.000
H 5.57 13.95 14.48 0.000
H 5.82 18.55 15.21 0.000
H 7.42 20.45 15.36 0.000
H 9.09 20.55 17.18 0.000
H 9.01 18.82 19.06 0.000
H 7.12 17.26 19.18 -0.001
H 3.57 18.79 15.62 0.000
H 1.74 18.55 13.99 0.000
H 0.87 16.34 13.41 0.000
H 2.20 14.30 14.13 0.000
H 3.94 14.49 15.88 0.000
O -3.38 16.97 16.44 0.000
H -3.58 17.91 16.31 0.000
H -2.92 17.01 17.31 0.000
O 0.77 14.58 17.77 0.000
H 0.70 15.57 18.09 0.000
H 0.94 13.94 18.49 0.000
H 5.64 16.56 21.85 -0.100
Cl 5.89 10.11 22.07 0.000
Si 4.50 11.35 21.04 0.000
Cl 3.67 9.79 19.42 0.000
Cl 2.77 12.39 22.73 -0.001
N 3.78 12.02 28.06 0.000
C 4.48 13.16 28.24 0.000
O 5.41 13.25 29.04 0.000
C 3.81 14.30 27.50 0.000
C 3.64 15.39 28.33 0.000
C 3.12 16.54 27.72 0.000
C 3.02 16.67 26.28 0.000
N 3.31 15.65 25.53 0.000
C 3.59 14.56 26.10 0.000
H 4.17 11.10 28.27 0.000
H 2.96 11.98 27.47 0.000
H 3.93 15.29 29.39 0.000
H 2.73 17.46 28.16 0.000
H 2.80 17.69 25.99 0.000
H 4.15 13.99 25.44 0.000
I -0.49 20.91 23.11 0.000
C 1.32 19.86 22.71 0.000
C 2.50 20.57 23.02 0.000
C 3.73 19.96 23.07 0.000
C 3.79 18.63 22.76 0.000
N 2.68 17.96 22.32 -0.008
C 1.47 18.59 22.24 -0.001
H 2.40 21.63 23.31 0.000
H 4.65 20.42 23.42 0.000
H 4.69 17.97 22.78 -0.006
H 0.61 18.02 21.91 0.000
F -3.99 11.06 26.75 0.000
C -3.42 11.62 25.65 0.000
C -2.08 11.91 25.70 0.000
C -1.46 12.53 24.65 0.000
C -2.19 12.79 23.55 0.000
C -3.51 12.44 23.42 0.000
C -4.16 11.93 24.51 0.000
Sb -1.00 13.87 22.11 0.000
C -1.47 12.35 20.41 0.000
C -0.78 11.14 20.76 0.000
C -0.49 10.36 19.61 0.000
C -1.19 10.58 18.36 0.000
F -1.35 9.62 17.42 0.000
C -2.07 11.65 18.24 0.000
C -2.32 12.52 19.33 0.000
C -2.34 15.65 22.09 0.000
C -1.88 16.79 22.91 0.000
C -2.67 17.90 22.95 0.000
C -3.83 17.98 22.10 0.000
F -4.45 19.22 21.85 0.000
C -4.36 16.81 21.63 0.000
C -3.61 15.58 21.84 0.000
H -1.48 11.66 26.58 0.000
H -0.39 12.78 24.67 0.000
H -4.03 12.49 22.43 0.000
H -5.23 11.75 24.47 0.000
H -0.33 10.94 21.73 0.000
H 0.11 9.44 19.70 0.000
H -2.30 12.02 17.22 0.000
H -2.88 13.65 19.03 0.000
H -1.16 16.68 23.75 0.000
H -2.42 18.63 23.68 0.000
H -5.32 16.66 21.09 0.000
H -4.14 14.78 21.62 0.000
```

***

Computed, not measured: a 10-piece molecular cluster, C55H47Cl4F7O4 overall, with ωB97M-V with the def2-TZVPD basis set.

Summary:
HOMO energy in eV: -7.533
Maximum force in hartree/bohr: 0.0382
SMILES: ClC(Cl)(Cl)Cl.Oc1ccc(O)cc1.Oc1ccc(O)cc1.Fc1ccccc1.Fc1ccccc1.Fc1ccccc1.Fc1ccccc1.Fc1ccccc1.Fc1ccccc1.Fc1ccccc1
Spin multiplicity: 1
Energy in Eh: -4964.747358
Energy above the lowest of the compared OMol25 structures with the same formula, charge and spin in eV: 0.984
Lowest unoccupied orbital energy in eV: 0.30

Structure (XYZ):
```
117
Properties=species:S:1:pos:R:3:mulliken_charge:R:1
Cl 2.32 -7.06 0.30 -0.111
C 1.98 -6.08 1.71 0.210
Cl 2.82 -6.74 3.10 -0.113
Cl 2.56 -4.41 1.49 0.089
Cl 0.23 -6.09 2.04 -0.103
O 0.24 -0.44 -2.89 -0.544
C 0.12 -0.47 -1.54 0.965
C 0.80 -1.44 -0.84 -0.683
C 0.83 -1.45 0.55 0.156
C 0.15 -0.43 1.21 0.613
O 0.30 -0.25 2.55 -0.684
C -0.62 0.48 0.51 -0.612
C -0.61 0.52 -0.88 0.516
H -0.28 0.19 -3.38 0.114
H 1.48 -2.11 -1.35 0.020
H 1.38 -2.19 1.12 -0.435
H 0.99 -0.87 2.90 0.190
H -1.06 1.29 1.09 0.359
H -1.15 1.33 -1.36 -0.119
O 2.32 -3.84 8.67 -0.548
C 2.28 -3.38 7.38 0.739
C 1.24 -2.54 6.97 -0.481
C 1.31 -1.89 5.74 -0.946
C 2.30 -2.31 4.85 0.591
O 2.23 -1.79 3.57 0.262
C 3.35 -3.12 5.24 -0.493
C 3.32 -3.68 6.52 -0.764
H 1.49 -3.61 9.10 0.282
H 0.33 -2.47 7.55 0.268
H 0.45 -1.31 5.42 0.486
H 3.05 -1.87 3.06 -0.366
H 4.08 -3.42 4.51 0.507
H 4.00 -4.45 6.87 0.399
F -3.55 -0.43 -1.65 -0.309
C -4.38 0.55 -2.00 0.451
C -5.57 0.78 -1.33 -0.356
C -6.44 1.73 -1.86 -0.535
C -6.18 2.34 -3.07 -0.734
C -4.99 2.09 -3.76 -0.355
C -4.08 1.23 -3.19 -0.359
H -5.79 0.10 -0.52 0.431
H -7.41 1.80 -1.38 0.401
H -6.82 3.12 -3.45 0.363
H -4.76 2.46 -4.75 0.518
H -3.11 0.99 -3.62 0.492
F -2.95 6.88 -2.32 -0.351
C -2.91 5.88 -1.41 0.380
C -1.70 5.18 -1.29 -0.476
C -1.70 3.94 -0.67 -0.335
C -2.88 3.42 -0.16 -0.377
C -4.07 4.13 -0.30 -0.418
C -4.10 5.38 -0.92 -0.625
H -0.80 5.68 -1.59 0.444
H -0.81 3.35 -0.51 0.516
H -2.91 2.55 0.49 0.428
H -4.99 3.69 0.05 0.443
H -5.08 5.82 -1.05 0.421
F 0.02 1.97 -4.68 -0.189
C -0.83 2.84 -5.27 -0.074
C -0.76 2.95 -6.65 -0.485
C -1.63 3.81 -7.31 -0.520
C -2.48 4.58 -6.55 -0.499
C -2.54 4.49 -5.17 -0.634
C -1.77 3.53 -4.53 0.436
H -0.19 2.25 -7.25 0.392
H -1.62 3.89 -8.39 0.401
H -3.18 5.26 -7.03 0.348
H -3.17 5.12 -4.56 0.392
H -1.71 3.38 -3.46 0.433
F 1.81 3.51 1.38 -0.251
C 2.22 3.63 2.66 -0.069
C 2.58 4.85 3.14 -0.583
C 2.90 5.02 4.48 -0.493
C 2.99 3.88 5.27 -0.518
C 2.57 2.64 4.81 -0.815
C 2.14 2.50 3.47 0.583
H 2.64 5.70 2.46 0.423
H 3.20 5.98 4.87 0.370
H 3.40 4.02 6.27 0.363
H 2.64 1.72 5.38 0.444
H 1.69 1.55 3.23 0.666
F 4.50 -3.98 -6.74 -0.308
C 3.98 -4.11 -5.51 0.235
C 3.35 -3.05 -4.88 -0.590
C 2.69 -3.25 -3.68 -0.243
C 2.84 -4.48 -3.06 -0.274
C 3.62 -5.49 -3.58 -0.507
C 4.08 -5.35 -4.88 -0.372
H 3.21 -2.12 -5.43 0.422
H 2.17 -2.40 -3.25 0.633
H 2.46 -4.61 -2.05 0.326
H 3.80 -6.31 -2.90 0.349
H 4.65 -6.15 -5.33 0.386
F -1.27 -3.21 2.37 -0.116
C -2.56 -2.91 2.15 0.395
C -3.32 -3.68 1.30 -0.474
C -4.67 -3.42 1.07 -0.485
C -5.20 -2.31 1.69 -0.556
C -4.39 -1.37 2.32 -0.623
C -3.07 -1.72 2.63 -0.105
H -2.94 -4.64 0.94 0.366
H -5.29 -3.96 0.36 0.393
H -6.26 -2.07 1.60 0.408
H -4.82 -0.52 2.84 0.437
H -2.51 -1.04 3.25 0.376
F 4.95 -2.00 1.92 -0.409
C 4.45 -1.13 1.00 -0.013
C 3.99 0.10 1.42 -0.321
C 3.50 0.92 0.40 -0.187
C 3.53 0.58 -0.95 -0.721
C 3.98 -0.68 -1.33 -0.423
C 4.37 -1.55 -0.32 -0.473
H 3.95 0.38 2.47 0.749
H 3.18 1.91 0.71 0.227
H 3.09 1.29 -1.65 0.480
H 4.11 -0.93 -2.37 0.593
H 4.69 -2.55 -0.58 0.483
```